Run w
57
Properties=species:S:1:pos:R:3:mulliken_charge:R:1 method="wB97M-V/def2-TZVPD" smiles=CC(C)O.CC(C)O.CC(C)O.CC(C)O.O.O.O total_charge=0 gap_ev=10.17 lumo_energy_ev=0.40
C -2.86 0.33 -6.67 -1.237
C -1.64 -0.57 -6.23 0.436
C -0.49 0.38 -5.73 -1.281
O -2.10 -1.46 -5.27 -0.537
H -2.54 1.17 -7.29 0.349
H -3.43 0.80 -5.87 0.320
H -3.59 -0.23 -7.25 0.349
H -1.33 -1.18 -7.08 0.270
H 0.03 0.98 -6.48 0.354
H 0.23 -0.20 -5.16 0.332
H -0.94 1.08 -5.02 0.319
H -2.51 -2.16 -5.79 0.329
C 4.95 -2.15 1.12 -1.314
C 5.92 -1.30 1.95 0.583
C 7.35 -1.55 1.61 -1.272
O 5.61 0.06 1.90 -0.503
H 5.01 -1.76 0.10 0.343
H 3.91 -2.08 1.43 0.322
H 5.29 -3.18 1.11 0.358
H 5.77 -1.61 2.99 0.161
H 7.57 -1.14 0.63 0.320
H 7.75 -2.54 1.80 0.367
H 7.91 -0.93 2.31 0.346
H 6.22 0.52 2.48 0.290
C 2.09 4.11 0.10 -1.251
C 1.11 3.11 0.80 0.580
C -0.35 3.32 0.39 -1.281
O 1.54 1.77 0.55 -0.509
H 1.88 5.17 0.26 0.342
H 1.99 3.99 -0.98 0.332
H 3.11 3.77 0.33 0.350
H 1.14 3.23 1.88 0.191
H -0.73 4.26 0.79 0.373
H -0.91 2.44 0.71 0.320
H -0.51 3.49 -0.68 0.311
H 2.46 1.75 0.80 0.240
C -3.28 -2.32 5.18 -1.188
C -3.09 -0.83 5.48 0.334
C -1.75 -0.29 4.96 -1.162
O -4.11 -0.13 4.85 -0.542
H -2.69 -2.99 5.79 0.370
H -3.11 -2.62 4.14 0.289
H -4.32 -2.61 5.36 0.328
H -3.13 -0.70 6.56 0.286
H -0.85 -0.75 5.37 0.368
H -1.67 0.79 5.01 0.309
H -1.68 -0.53 3.89 0.255
H -3.98 -0.20 3.90 0.346
O -5.76 -0.71 -2.88 -0.633
H -6.32 -1.40 -3.25 0.309
H -4.91 -0.84 -3.31 0.326
O -4.32 -0.55 0.73 -0.629
H -3.45 -0.90 0.54 0.319
H -4.75 -0.47 -0.12 0.300
O -0.91 -1.36 -0.75 -0.610
H -0.71 -1.33 -1.68 0.299
H -0.16 -0.92 -0.33 0.320

Run x
57
Properties=species:S:1:pos:R:3:mulliken_charge:R:1 method="wB97M-V/def2-TZVPD" smiles=CCO.CCO.CCO.CCO.CCO.CO.CO total_charge=0 gap_ev=9.95 lumo_energy_ev=0.15
C -3.20 -1.20 2.80 -1.319
C -2.40 -0.04 2.31 0.125
O -1.06 -0.47 2.05 -0.409
H -2.99 -1.45 3.85 0.328
H -3.08 -2.11 2.22 0.250
H -4.30 -1.01 2.75 0.360
H -2.37 0.83 3.00 0.341
H -2.90 0.21 1.33 0.069
H -0.60 0.25 1.54 0.199
C 5.06 1.16 0.61 -1.053
C 4.04 1.74 -0.34 -0.138
O 2.97 2.14 0.47 -0.561
H 6.01 1.46 0.28 0.381
H 5.07 0.07 0.80 0.258
H 4.91 1.67 1.57 0.199
H 3.85 0.96 -1.05 0.204
H 4.36 2.51 -1.03 0.392
H 2.13 1.89 0.09 0.335
C -2.45 1.63 -0.70 -0.146
C -2.06 3.08 -1.09 -0.583
O -2.87 3.54 -2.11 -0.543
H -3.44 1.70 -0.25 0.644
H -1.83 1.50 0.16 -0.088
H -2.35 0.85 -1.56 -0.376
H -1.02 3.14 -1.47 0.185
H -2.26 3.77 -0.27 0.399
H -2.28 4.15 -2.60 0.359
C 2.19 -2.73 2.53 -1.032
C 2.53 -1.40 3.26 -0.188
O 3.89 -1.22 2.96 -0.550
H 2.55 -3.69 2.92 0.373
H 2.49 -2.65 1.50 0.246
H 1.10 -2.81 2.49 0.251
H 2.42 -1.59 4.30 0.379
H 2.13 -0.52 2.90 0.288
H 4.18 -0.37 3.28 0.279
C -3.01 -2.01 -2.06 -1.143
C -1.73 -2.29 -1.21 0.491
O -1.81 -3.64 -0.94 -0.597
H -2.96 -0.98 -2.36 0.206
H -3.99 -2.29 -1.66 0.360
H -3.10 -2.57 -3.00 0.368
H -1.91 -1.88 -0.20 -0.057
H -0.71 -2.06 -1.63 0.156
H -2.63 -3.83 -0.50 0.341
C -0.72 1.30 -4.10 -0.551
O 0.14 1.54 -3.01 -0.484
H -1.09 0.22 -3.94 0.172
H -0.39 1.48 -5.16 0.266
H -1.63 1.88 -3.92 0.238
H 0.29 2.51 -3.05 0.257
C 1.24 -0.68 -0.24 -0.292
O 0.81 0.66 -0.40 -0.230
H 2.19 -0.83 0.27 -0.090
H 1.43 -0.95 -1.34 0.383
H 0.53 -1.40 0.27 0.097
H 0.67 0.88 -1.32 0.250

Stability check: which of them is least stable? run x.

Run w
22
Properties=species:S:1:pos:R:3:mulliken_charge:R:1 method="wB97M-V/def2-TZVPD" total_charge=-1 gap_ev=5.69 lumo_energy_ev=2.92
C -1.68 1.50 -0.79 -0.562
N -1.05 0.17 -0.58 -0.409
C -0.71 -0.53 -1.80 -0.366
C 0.12 -1.80 -1.40 -0.894
S 1.91 -1.43 -1.19 -0.679
C -0.70 2.66 -0.94 -0.986
H -2.33 1.59 0.09 0.324
H -2.29 1.43 -1.69 0.337
H -0.25 0.37 0.01 0.258
H -1.61 -0.90 -2.25 0.360
H -0.02 0.03 -2.45 0.249
H -0.23 -2.08 -0.41 0.318
H 0.02 -2.48 -2.23 0.300
H -0.26 2.94 0.02 0.275
H -1.17 3.58 -1.31 0.347
H 0.11 2.34 -1.60 0.274
H -2.04 -0.48 4.75 0.331
H -0.83 -1.06 5.48 0.325
O -1.76 -0.84 5.60 -0.657
H 1.99 0.89 0.25 0.232
H 2.04 0.86 1.75 0.326
O 1.96 1.49 1.02 -0.702

Run x
22
Properties=species:S:1:pos:R:3:mulliken_charge:R:1 method="wB97M-V/def2-TZVPD" total_charge=-1 gap_ev=6.57 lumo_energy_ev=3.45
C 0.28 -0.03 1.20 -0.063
C 1.53 0.69 0.67 -0.748
S 2.70 -0.48 -0.09 -0.620
C -0.86 0.93 1.59 -0.895
N -2.26 0.55 1.48 -0.347
C -2.61 0.00 0.19 -0.917
H -0.09 -0.68 0.42 0.203
H 0.62 -0.53 2.11 0.143
H 2.04 1.11 1.54 0.230
H 1.30 1.52 -0.01 0.243
H -0.68 1.37 2.57 0.437
H -0.75 1.82 0.95 0.338
H -2.63 0.00 2.24 0.244
H -2.16 0.57 -0.62 0.309
H -3.67 0.10 -0.05 0.316
H -2.32 -1.05 0.04 0.282
H 1.21 1.11 -2.35 0.314
H 2.17 0.06 -2.78 0.338
O 1.59 0.73 -3.17 -0.666
H 0.83 -2.86 -2.17 0.286
H 1.99 -2.24 -1.46 0.221
O 1.76 -2.69 -2.30 -0.646

Stability check: which of them is least stable? run w.

Run w
8
Properties=species:S:1:pos:R:3:mulliken_charge:R:1 method="wB97M-V/def2-TZVPD" total_charge=0 gap_ev="7.44 / 7.29" lumo_energy_ev="-0.73 / -0.82"
C -1.26 -0.67 -0.06 -0.211
C 1.28 0.45 -0.20 0.021
N 1.11 1.73 -0.13 -0.276
N -0.30 1.61 0.07 -0.566
N -0.33 0.29 0.04 0.389
I 2.66 -0.98 -0.01 0.209
H -2.27 -0.68 0.40 0.255
H -0.89 -1.74 -0.12 0.179

Run x
8
Properties=species:S:1:pos:R:3:mulliken_charge:R:1 method="wB97M-V/def2-TZVPD" total_charge=0 gap_ev="8.16 / 8.16" lumo_energy_ev="-0.38 / -0.38"
C -0.20 -2.40 -0.41 0.043
C -0.67 0.99 0.69 -0.036
N 0.60 -2.10 0.31 -0.311
N 0.25 1.65 0.35 0.495
N 1.34 2.24 0.28 -0.897
I -2.60 0.73 0.16 0.183
H -0.77 -2.73 -1.27 0.273
H 2.05 1.62 -0.11 0.251

Stability check: which of them is least stable? run w.